1.
The following is a quantum chemistry calculation of an isolated molecule of H5N3S in a non-equilibrium geometry, from OMol25.

Atoms and positions in Å:
S (0.88934, 0.96691, -0.17888)
N (-1.58278, 0.06546, -0.12631)
N (-0.58460, 0.83156, 0.63219)
N (1.53945, -0.59679, 0.04281)
H (-1.16098, -0.81372, -0.17491)
H (1.47345, -0.94666, -0.91456)
H (-1.83825, 0.56163, -1.03219)
H (2.46819, -0.85273, 0.47624)
H (-0.97487, 1.89341, 0.80775)

Properties
highest occupied orbital energy = -8.5 eV
ΔE to the lowest compared entry with this formula, charge and spin = 76.43 kJ/mol
structure (SMILES) = NNSN


2.
The following is a quantum chemistry calculation of a cluster of 2 separate species, H5N3S in total in a non-equilibrium geometry, from OMol25.

Atoms and positions in Å:
S (-2.79092, 1.17730, 0.03340)
N (0.82871, 0.51520, -1.83913)
N (-1.81064, -0.15192, 1.88154)
N (-1.59863, 0.61698, 0.81498)
H (1.17570, -0.49811, -1.81731)
H (-2.79542, -0.13328, 2.35874)
H (1.00573, 0.77855, -2.80298)
H (-0.98064, -0.16256, 2.50933)
H (-0.22653, 0.53522, -1.58418)

Properties
highest occupied orbital energy (spin up / spin down) = -7.2 / -9.5 eV
multiplicity = 3
ΔE to the lowest compared entry with this formula, charge and spin = 0.00 kJ/mol
⟨S²⟩ = 2.0080